1.
63
Properties=species:S:1:pos:R:3:mulliken_charge:R:1 method="wB97M-V/def2-TZVPD" energy_ev=-189913.652 de_lowest_kj_mol=1.7 gap_ha="0.283 / 0.229" lumo_energy_ev="-2.637 / -4.415" multiplicity=5 homo_ha="-0.3797 / -0.3914" total_charge=+1
Rh -0.60 0.21 -0.89 -0.233
Br -1.41 2.35 -2.36 -0.131
C 0.37 3.04 -2.41 1.104
C 0.53 4.25 -3.02 -0.723
C 1.83 4.81 -3.09 -0.546
C 2.88 4.14 -2.55 -1.087
C 2.71 2.89 -1.91 1.095
C 3.81 2.21 -1.34 -0.769
C 3.65 1.01 -0.72 -1.122
C 2.36 0.43 -0.64 0.292
C 1.25 1.04 -1.18 -0.321
C 1.42 2.30 -1.83 0.910
H -0.31 4.77 -3.45 0.436
H 1.97 5.77 -3.58 0.415
H 3.88 4.57 -2.60 0.402
H 4.79 2.66 -1.41 0.417
H 4.50 0.49 -0.29 0.439
H 2.26 -0.52 -0.13 0.194
C -3.80 -2.30 -4.83 -1.387
C -2.80 -2.49 -3.72 0.635
C -2.31 -3.73 -3.35 -0.318
C -1.39 -3.86 -2.32 -0.696
C -0.99 -2.71 -1.69 0.200
Br 0.25 -2.76 -0.26 -0.026
N -1.43 -1.50 -2.01 0.042
C -2.32 -1.39 -3.01 -0.713
H -4.12 -3.26 -5.23 0.376
H -3.36 -1.73 -5.65 0.332
H -4.67 -1.75 -4.48 0.348
H -2.66 -4.62 -3.87 0.395
H -1.00 -4.82 -2.02 0.478
H -2.64 -0.39 -3.26 0.424
C 0.20 -2.97 3.49 -0.853
C -0.97 -2.14 4.01 -0.634
N -1.84 -1.63 2.94 0.164
C -3.10 -2.33 2.65 -1.185
C -3.01 -3.31 1.49 -0.402
C -1.47 -0.55 2.27 0.576
S -2.51 0.09 1.00 -0.172
N -0.33 0.06 2.60 -0.238
C -0.09 1.20 1.95 0.082
O -0.88 1.68 1.07 -0.820
C 1.17 1.92 2.21 0.768
C 2.14 1.36 3.05 -0.355
C 3.35 2.02 3.23 -0.704
C 3.59 3.22 2.58 -0.436
C 2.62 3.78 1.75 -0.661
C 1.42 3.13 1.56 -0.361
H 0.77 -3.36 4.33 0.394
H 0.86 -2.36 2.88 0.135
H -0.15 -3.82 2.90 0.233
H -0.60 -1.29 4.57 0.453
H -1.60 -2.74 4.66 0.404
H -3.87 -1.58 2.46 0.591
H -3.38 -2.85 3.57 0.393
H -2.76 -2.80 0.57 -0.132
H -3.97 -3.80 1.36 0.430
H -2.26 -4.08 1.68 0.238
H 1.94 0.43 3.54 0.448
H 4.10 1.59 3.87 0.440
H 4.53 3.73 2.72 0.430
H 2.81 4.72 1.25 0.424
H 0.66 3.55 0.92 0.489

2.
27
Properties=species:S:1:pos:R:3:mulliken_charge:R:1 method="wB97M-V/def2-TZVPD" energy_ev=-12655.894 de_lowest_kj_mol=37.6 gap_ha=0.405 smiles=CC[C@@H](C)CCO.O.O lumo_energy_ev=0.515 homo_ha=-0.3859 total_charge=0
C 2.20 -0.55 0.47 -1.259
C 1.26 -0.50 -0.73 -0.576
C 0.15 0.59 -0.46 0.833
C 0.68 1.95 -0.95 -1.546
C -1.16 0.22 -1.12 -1.207
C -1.98 -0.80 -0.29 -0.346
O -1.58 -2.13 -0.64 -0.533
H 3.10 -1.15 0.34 0.380
H 1.69 -0.91 1.36 0.327
H 2.60 0.45 0.61 0.301
H 1.80 -0.11 -1.59 0.334
H 0.72 -1.43 -0.93 0.331
H 0.05 0.63 0.62 0.058
H 0.01 2.79 -0.83 0.397
H 1.09 1.85 -1.96 0.436
H 1.59 2.20 -0.40 0.375
H -1.01 -0.31 -2.06 0.331
H -1.87 1.00 -1.38 0.409
H -1.78 -0.65 0.77 0.269
H -3.05 -0.64 -0.44 0.454
H -2.36 -2.69 -0.70 0.260
O 0.40 3.42 1.72 -0.640
H -0.55 3.57 1.82 0.317
H 0.47 2.48 1.89 0.315
O -0.71 -2.96 2.01 -0.629
H -1.43 -3.54 1.74 0.296
H -0.32 -2.79 1.14 0.312

3.
152
Properties=species:S:1:pos:R:3:mulliken_charge:R:1 method="wB97M-V/def2-TZVPD" energy_ev=-117880.422 de_lowest_kj_mol=0.0 gap_ha=0.298 lumo_energy_ev=-2.297 homo_ha=-0.3819 total_charge=+1
Pb -2.24 -6.89 -6.09 2.014
C -0.62 -3.53 -3.59 0.269
F -1.48 -4.21 -2.81 -0.126
F -0.71 -2.24 -3.36 -0.174
F 0.62 -3.96 -3.35 -0.141
S -1.02 -3.96 -5.38 0.069
O -0.72 -2.84 -6.21 -0.330
O -0.24 -5.15 -5.64 -0.647
N -2.60 -4.39 -5.36 -0.127
S -3.52 -3.08 -5.39 -0.156
O -3.07 -1.99 -4.61 -0.507
O -4.04 -2.86 -6.71 -0.179
C -5.01 -3.65 -4.44 0.345
F -6.06 -2.99 -4.85 -0.185
F -5.24 -4.97 -4.66 -0.151
F -4.83 -3.48 -3.13 -0.127
C -3.63 -1.36 -9.71 -1.046
C -2.44 -0.79 -10.49 0.372
C -1.40 -0.21 -9.56 -0.763
O -0.31 0.39 -10.23 -0.283
C -0.59 1.66 -10.75 -0.757
N -1.83 -1.81 -11.35 -0.366
H -3.70 -0.98 -8.69 0.132
H -3.72 -2.44 -9.65 0.158
H -4.55 -1.01 -10.20 0.364
H -2.83 0.02 -11.12 0.253
H -0.99 -0.98 -8.90 0.110
H -1.84 0.51 -8.85 0.504
H -1.49 1.65 -11.39 0.294
H 0.23 1.96 -11.39 0.276
H -0.82 2.41 -9.98 0.317
H -2.26 -1.84 -12.26 0.235
H -0.85 -1.57 -11.48 0.245
C 3.44 -1.56 -4.04 -1.662
C 3.11 -2.41 -5.28 1.569
C 3.75 -1.86 -6.52 -0.392
O 3.29 -0.56 -6.77 -0.301
C 3.76 -0.03 -7.97 -0.747
N 3.58 -3.80 -5.06 -0.425
H 4.49 -1.73 -3.80 0.402
H 2.81 -1.81 -3.19 0.410
H 3.33 -0.49 -4.26 0.358
H 2.02 -2.47 -5.30 -0.711
H 3.47 -2.54 -7.33 -0.075
H 4.85 -1.90 -6.43 0.428
H 3.24 0.89 -8.22 0.266
H 3.65 -0.73 -8.82 0.262
H 4.83 0.23 -7.95 0.316
H 4.44 -3.97 -5.55 0.222
H 3.62 -4.00 -4.07 0.232
C -2.63 -4.86 -10.30 -1.509
C -2.87 -5.42 -8.90 1.953
C -4.06 -6.34 -8.83 -1.234
O -4.31 -6.79 -7.49 0.518
C -5.63 -7.18 -7.23 -0.970
N -1.57 -6.10 -8.46 0.970
H -3.53 -4.41 -10.70 0.478
H -2.39 -5.70 -10.97 0.495
H -1.80 -4.16 -10.23 0.190
H -3.04 -4.61 -8.17 -0.889
H -4.06 -7.20 -9.51 0.227
H -4.89 -5.70 -9.17 0.394
H -6.37 -6.58 -7.77 0.369
H -5.83 -7.01 -6.18 0.110
H -5.82 -8.23 -7.50 0.230
H -0.85 -5.39 -8.54 -0.666
H -1.49 -6.76 -9.24 0.096
C -7.04 -2.63 -9.37 -1.080
C -7.74 -1.54 -8.59 0.586
C -8.67 -2.12 -7.51 -0.534
O -9.58 -3.00 -8.09 -0.351
C -10.38 -3.65 -7.11 -0.715
N -6.80 -0.60 -8.04 -0.681
H -6.59 -2.30 -10.31 0.341
H -7.72 -3.44 -9.68 0.489
H -6.22 -3.09 -8.81 0.016
H -8.53 -1.11 -9.23 0.276
H -9.16 -1.27 -7.00 0.389
H -8.12 -2.62 -6.69 0.174
H -10.71 -2.93 -6.36 0.335
H -9.80 -4.45 -6.65 0.223
H -11.26 -4.00 -7.65 0.267
H -5.84 -0.87 -8.16 0.126
H -6.86 -0.45 -7.04 0.274
C -1.79 -11.74 -5.89 -1.735
C -1.59 -10.23 -5.85 1.036
C -0.26 -9.86 -6.47 -1.231
O -0.14 -8.44 -6.45 0.508
C 1.11 -7.98 -7.00 -1.118
N -2.65 -9.54 -6.67 -0.489
H -2.58 -12.06 -5.21 0.423
H -0.87 -12.27 -5.62 0.408
H -2.03 -12.09 -6.90 0.398
H -1.60 -9.93 -4.80 -0.539
H -0.30 -10.24 -7.51 0.442
H 0.61 -10.31 -6.00 0.438
H 1.06 -6.90 -7.10 0.100
H 1.30 -8.38 -7.99 0.493
H 1.92 -8.16 -6.28 0.383
H -2.29 -9.71 -7.61 0.324
H -3.53 -10.04 -6.62 0.255
C 1.75 -6.94 -12.50 -1.644
C 0.98 -6.02 -11.58 1.075
C 1.87 -5.61 -10.42 -1.080
O 1.09 -4.95 -9.43 0.175
C 1.62 -3.74 -8.94 -1.010
N 0.44 -4.87 -12.31 -0.577
H 1.16 -7.12 -13.40 0.415
H 1.98 -7.88 -12.00 0.348
H 2.70 -6.49 -12.80 0.321
H 0.14 -6.60 -11.18 -0.116
H 2.61 -4.90 -10.80 0.509
H 2.42 -6.42 -9.92 0.302
H 2.71 -3.75 -8.90 0.436
H 1.21 -3.58 -7.94 0.099
H 1.32 -2.89 -9.57 0.349
H -0.17 -4.36 -11.66 -0.046
H 1.18 -4.16 -12.40 0.382
C -4.14 -7.35 -1.61 -1.730
C -3.23 -7.19 -2.84 1.221
C -1.92 -7.94 -2.68 -1.254
O -1.05 -7.48 -3.69 0.670
C 0.32 -7.55 -3.39 -1.099
N -3.90 -7.68 -4.08 -0.623
H -3.58 -7.04 -0.73 0.464
H -4.48 -8.38 -1.52 0.364
H -5.04 -6.77 -1.80 0.434
H -3.03 -6.14 -3.03 -0.574
H -2.14 -9.02 -2.75 0.303
H -1.52 -7.74 -1.68 0.525
H 0.88 -7.07 -4.18 0.056
H 0.67 -8.58 -3.28 0.304
H 0.58 -7.01 -2.47 0.437
H -3.86 -8.70 -4.14 0.228
H -4.89 -7.49 -4.03 0.289
C -5.60 -1.40 2.46 -1.488
C -5.97 -2.33 1.31 0.394
C -5.17 -2.01 0.06 -0.327
O -5.25 -0.62 -0.20 -0.363
C -4.19 -0.17 -0.99 -0.458
N -5.88 -3.75 1.64 -0.609
H -5.86 -0.38 2.21 0.368
H -4.52 -1.40 2.64 0.349
H -6.13 -1.66 3.38 0.413
H -6.99 -2.06 1.01 0.242
H -5.64 -2.49 -0.82 -0.005
H -4.14 -2.39 0.14 0.346
H -3.27 -0.13 -0.40 0.306
H -4.40 0.85 -1.30 0.274
H -4.05 -0.79 -1.88 0.041
H -6.75 -4.08 2.04 0.264
H -5.20 -3.88 2.38 0.267